A cluster of 8 separate species, C24H63Cl2O24P5 in total, computed with ωB97M-V/def2-TZVPD.

Structure (XYZ):
```
118
Properties=species:S:1:pos:R:3:forces:R:3:mulliken_charge:R:1
C -4.883689 2.496943 2.105765 2.2038 -1.0680 0.7066 -0.645
O -5.010356 3.389271 1.017846 -1.2929 1.0733 -0.2504 -0.428
P -4.982468 2.911378 -0.510597 0.5210 -1.2487 0.3623 0.614
O -4.903930 4.009074 -1.489213 -0.1679 -0.7024 0.9178 -0.736
O -3.731816 1.856337 -0.484581 -0.9321 0.3603 -0.7628 0.196
C -2.429543 2.446300 -0.502716 0.2497 1.2500 0.1125 -0.727
O -6.180924 1.859302 -0.598046 1.2880 0.3897 -0.3942 -0.148
C -7.557161 2.236994 -0.496755 0.0384 -1.5486 0.7358 -0.755
H -3.921972 2.781453 2.551991 0.1449 -0.4706 -0.1204 0.336
H -4.831134 1.460326 1.767781 0.0875 0.0631 -0.0924 0.187
H -5.500172 2.466002 3.009048 -1.2333 1.0107 -0.8621 0.376
H -1.914128 2.237970 0.433186 -0.0644 -0.0787 0.0208 0.277
H -2.537288 3.526404 -0.637715 0.1025 0.0758 0.3496 0.433
H -1.769835 2.185536 -1.331374 -0.4934 -0.8450 -0.1334 0.111
H -7.651546 3.245348 -0.103498 -0.4075 0.1258 -0.5639 0.343
H -7.972142 1.520261 0.221101 0.0193 0.3971 0.3404 0.249
H -8.058063 1.902656 -1.404586 0.0536 1.0811 -0.3419 0.272
C 4.918106 -1.121541 -1.499958 0.2002 0.8220 -0.7608 -0.672
O 4.753816 -1.613054 -0.175000 0.8933 -0.6860 -0.2417 0.428
P 6.006633 -2.302343 0.587222 -0.5029 0.9477 1.3524 0.685
O 7.294857 -2.364705 -0.117478 -1.0384 -0.1992 0.0452 -0.775
O 5.977945 -1.374820 1.918141 0.5180 -0.6913 -0.5898 -0.300
C 6.546423 -0.075500 1.817890 0.2616 1.3149 0.9272 -0.525
O 5.432245 -3.673353 1.173164 0.7176 0.5076 -0.6215 -0.313
C 4.564834 -3.703860 2.284990 -2.0142 0.1973 0.3632 -0.483
H 4.187216 -1.555560 -2.179573 -0.0019 -0.2298 0.1748 0.067
H 5.924701 -1.247775 -1.901784 0.0114 -0.5323 0.2269 0.410
H 4.783850 -0.036370 -1.522299 -0.3308 -0.0154 0.3259 0.199
H 5.927709 0.665904 2.333421 -0.6454 -0.3239 -0.4194 0.084
H 6.761075 0.258748 0.804754 -0.0789 -0.2343 -0.1401 0.259
H 7.443077 0.058424 2.429539 0.3691 -0.8400 -0.3402 0.365
H 4.089619 -2.735351 2.460505 0.7996 0.2442 0.4901 0.091
H 5.001574 -4.166686 3.166088 0.4017 0.3839 -0.0650 0.286
H 3.636459 -4.250607 2.082596 0.5574 -0.7164 -0.5018 0.355
C 3.235284 4.827496 4.657131 0.9483 -0.0998 -0.1812 -0.701
O 2.718359 3.665220 4.030123 -0.2094 -0.8898 -0.7786 -0.312
P 3.606536 2.661407 3.152084 -0.0635 0.7447 1.2614 0.829
O 4.882547 2.243719 3.763190 -0.2639 0.0462 -0.3541 -0.738
O 2.526747 1.524110 2.960563 0.4879 0.8468 0.1376 -0.179
C 2.929495 0.326504 2.292312 -0.1135 -0.4722 0.2270 -0.593
O 3.810706 3.446364 1.775854 0.0146 -0.4257 0.3044 -0.247
C 5.047951 3.377365 1.063768 0.3528 -0.0354 -0.3994 -0.597
H 2.781798 4.907894 5.641516 -0.0950 0.1006 -0.0944 0.245
H 3.062670 5.712066 4.043760 -0.2860 -0.0407 0.0575 0.259
H 4.317688 4.720775 4.768883 -0.0254 0.0583 0.2021 0.321
H 3.105505 0.551341 1.240524 -0.2459 -0.3588 -0.0539 0.245
H 2.104925 -0.353120 2.493379 -0.0055 -0.0543 -0.6499 0.185
H 3.814676 -0.148309 2.724266 0.1043 0.4354 0.1163 0.381
H 5.336514 4.392225 0.799094 -0.1364 0.0148 -0.1288 0.328
H 4.917418 2.769353 0.168515 -0.1838 0.1539 -0.1124 0.168
H 5.878560 2.937658 1.615091 -0.3070 0.0109 0.4567 0.344
C -0.598234 3.585475 -3.865929 -0.6859 0.0696 0.8274 -0.714
O 0.609307 4.183174 -4.373619 0.2011 -0.1834 -0.6995 -0.430
P 1.933649 3.367592 -4.095417 0.6913 -0.8030 0.3703 0.803
O 2.105278 2.917836 -2.700913 -0.1475 -0.0148 -0.8604 -0.248
O 1.938035 2.143890 -5.134799 0.0366 -0.1533 0.5578 -0.195
C 1.968833 2.302337 -6.549984 -0.4277 1.1574 -0.4769 -0.762
O 3.115843 4.302647 -4.630038 -1.3955 -0.3468 -0.0223 -0.381
C 4.393587 4.096256 -4.085178 1.8629 0.8370 1.0081 -0.668
H -0.761343 4.021572 -2.882176 -0.0865 -0.1343 0.0551 0.279
H -0.589154 2.499049 -3.768001 0.5928 -0.0219 -0.0591 0.220
H -1.479852 3.794390 -4.468987 0.4326 0.4841 -0.4261 0.411
H 2.201439 3.335519 -6.819401 0.2190 -0.0100 0.0977 0.325
H 0.980436 2.135105 -6.977990 -0.0258 -0.3794 0.1668 0.277
H 2.705371 1.667038 -7.033939 0.0162 -0.2774 0.4040 0.268
H 4.968763 4.978843 -4.371597 0.0710 -0.2122 -0.1960 0.281
H 4.959584 3.201580 -4.359064 -0.6164 -0.1304 -0.7146 0.306
H 4.446069 4.080909 -2.992522 -0.7270 0.0849 -0.0053 0.233
C -1.848201 -0.833541 2.136076 -0.5350 -0.4167 1.0796 -0.546
O -0.690170 -0.312509 1.515687 0.6859 0.0032 -0.9510 -0.244
P -0.026372 -1.161966 0.338804 0.9984 -0.3650 1.4502 0.730
O -0.921126 -1.846892 -0.580974 -0.4633 -0.1616 -0.4527 -0.761
O 0.958100 -2.162105 1.159277 -1.0650 0.6644 -0.6407 -0.274
C 1.539491 -3.235940 0.432892 0.5497 -1.7881 0.9351 0.046
O 0.984383 -0.132850 -0.277836 0.1791 0.3208 0.1578 0.236
C 1.273751 -0.188788 -1.669194 -0.4966 -0.3547 -1.2648 -0.156
H -1.680711 -0.862531 3.216695 0.2108 -0.1097 -0.0895 0.235
H -2.070153 -1.845156 1.794177 -0.0981 0.1103 -0.0927 0.489
H -2.722289 -0.189633 2.018213 0.2012 0.0913 -0.5410 -0.100
H 1.330206 -3.358193 -0.627277 -0.0685 0.7710 -0.0586 0.286
H 1.223553 -4.186835 0.879173 -0.5453 0.1396 0.0260 0.383
H 2.600481 -3.285384 0.662001 0.1545 0.7089 -0.6164 -0.621
H 1.832725 0.692992 -1.973235 -0.2268 0.1308 0.2484 0.111
H 0.326288 -0.288056 -2.205974 0.0450 0.4821 -0.1238 0.168
H 1.815903 -1.078495 -2.006775 0.2810 -0.0672 0.7050 -0.088
C -5.498963 -4.826487 -4.865975 0.7309 1.2104 -0.3778 -1.122
C -5.281939 -4.660172 -3.382509 -1.5468 -1.1126 0.9560 -0.294
O -4.485705 -3.538256 -3.050463 1.0146 -0.7572 -0.3242 -0.269
C -5.013524 -2.428569 -2.574946 -0.7114 2.5113 -0.4234 0.497
C -3.999904 -1.342061 -2.279007 1.1432 -1.1737 1.0437 -0.384
O -6.184235 -2.190683 -2.384428 -0.0684 -1.0139 -0.1437 -0.610
H -6.136208 -4.003058 -5.195887 -0.4719 -0.4160 -0.1306 0.283
H -5.845621 -5.813386 -5.157732 -0.3301 0.0823 0.1538 0.372
H -4.579590 -4.625545 -5.423772 0.2279 -0.3164 0.2212 0.287
H -6.242054 -4.596643 -2.859654 -0.1255 0.5169 -0.2873 0.312
H -4.904648 -5.567323 -2.903857 0.9202 0.2440 -0.2522 0.375
H -4.161766 -0.329352 -2.629960 -0.6943 -0.1864 -0.1239 0.316
H -2.964522 -1.621457 -2.479682 -0.1316 -0.1669 -0.3171 0.246
H -4.030649 -1.364452 -1.184382 0.0512 0.6094 0.0615 -0.008
C -3.132861 -0.842843 6.583861 -0.6315 -0.5530 0.8332 -1.034
C -4.508627 -0.455363 5.984295 0.8356 -1.4057 0.2397 -0.222
O -4.605753 -0.938647 4.632904 0.1909 0.8194 -0.3563 -0.291
C -4.630363 -2.264055 4.440133 -0.7766 -1.0183 -0.2700 0.642
C -4.756294 -2.603447 2.978115 1.2345 0.6683 0.7916 -0.507
O -4.640157 -3.126147 5.281546 0.2251 0.6634 0.6959 -0.573
H -2.441725 -1.400434 5.952401 -0.2316 0.4401 -0.6239 0.265
H -3.331068 -1.595776 7.350518 0.1131 0.2912 0.3072 0.314
H -2.614706 0.005787 7.024794 -0.0116 -0.0005 -0.0245 0.339
H -5.329195 -0.967960 6.487365 0.1619 0.2378 0.4728 0.306
H -4.651720 0.619183 6.044004 -0.1595 -0.0169 -0.6596 0.313
H -5.728016 -3.061350 2.824481 -0.0529 0.3260 -0.4239 0.357
H -3.964951 -3.323808 2.771895 -0.1822 -0.1593 -0.1430 0.270
H -4.492821 -1.662411 2.499660 -0.7459 -0.2921 -0.8864 -0.152
Cl 3.947808 -5.202476 -1.273094 0.0827 0.1204 -0.3258 -0.093
C 3.621455 -4.982214 -2.995725 0.2255 -1.0244 -0.6324 -0.474
Cl 2.492943 -3.665977 -3.325734 0.1808 -0.1033 -0.0564 -0.110
H 4.538587 -4.903186 -3.577346 0.1909 0.8916 0.4869 0.314
H 3.242010 -5.913915 -3.413953 -0.6829 0.1095 0.4609 0.378
```
Forces are in eV/Å.

## Properties
**Energy above the lowest of the compared OMol25 structures with the same formula, charge and spin**: 26.0 kcal/mol
**Gap between HOMO and LUMO**: 10.29 eV
**2S+1**: 1